[1]
The following is a DFT calculation (ωB97M-V/def2-TZVPD) of a 2-piece molecular cluster, C12H20OS overall at a distorted geometry.

The energy relative to the best compared isomer or geometry (same formula, charge and spin) is 5.6394 eV. The lowest unoccupied orbital energy (alpha / beta) is 0.658 / 0.658 eV. The energy comes out at -25644.9278 eV. The value obtained for the highest occupied orbital energy (alpha / beta) is -7.60 / -7.60 eV.

```
! wB97M-V def2-TZVPD RIJCOSX def2/J DEFGRID3
* xyz 0 1
C 0.46 -0.17 -0.70
C -0.37 0.61 -0.29
C -4.54 0.12 -0.13
C -3.22 0.06 -0.74
C -5.82 0.02 -0.97
C 5.41 -1.19 0.65
C -2.06 2.36 0.44
C 1.62 -0.57 -1.39
C 4.18 -0.59 1.43
C 2.88 -0.20 -0.73
C 2.90 -0.82 0.70
C -1.51 0.95 0.49
O -1.71 0.24 1.63
S -3.59 -1.43 0.10
H -4.57 0.66 0.78
H -3.07 0.02 -1.91
H -5.75 1.02 -1.51
H -6.72 0.09 -0.40
H -5.87 -0.78 -1.70
H 6.31 -1.38 1.19
H 5.31 -2.19 0.28
H 5.49 -0.55 -0.19
H -2.61 2.46 1.36
H -2.67 2.68 -0.37
H -1.24 3.21 0.40
H 1.43 -1.64 -1.48
H 1.51 -0.23 -2.48
H 4.05 -0.89 2.45
H 4.32 0.59 1.63
H 2.81 0.90 -0.57
H 3.85 -0.26 -1.22
H 2.65 -1.88 0.73
H 2.01 -0.51 1.22
H -1.87 -0.73 1.30
*
```

***

[2]
The following is a DFT calculation (ωB97M-V/def2-TZVPD) of C3H2F3I2O3S as an isolated structure at a distorted geometry.

The energy relative to the best compared isomer or geometry (same formula, charge and spin) is 1.3047 eV. The lowest unoccupied orbital energy (alpha / beta) is 0.914 / 0.917 eV. The energy comes out at -44474.5353 eV. The value obtained for the highest occupied orbital energy (alpha / beta) is -5.58 / -5.58 eV.

```
! wB97M-V def2-TZVPD RIJCOSX def2/J DEFGRID3
* xyz -1 1
C -0.61 1.43 -0.36
C 0.73 0.88 0.06
C 0.66 -0.50 0.40
O -0.04 -1.56 -1.95
O -1.79 -1.27 -0.33
O 0.02 -2.95 0.06
F -0.58 2.79 -0.36
F 1.66 1.06 -0.99
F 1.93 -1.17 0.51
S -0.43 -1.74 -0.57
I 1.53 1.93 1.78
I -1.00 -1.12 2.64
H -0.75 0.97 -1.31
H -1.32 1.25 0.42
*
```

***

[3]
The following is a DFT calculation (ωB97M-V/def2-TZVPD) of C26H45IrN3P2 as an isolated structure at a distorted geometry.

The energy relative to the best compared isomer or geometry (same formula, charge and spin) is 1.0403 eV. As for the expectation value of S²: 8.765. The lowest unoccupied orbital energy (alpha / beta) is -5.611 / -9.007 eV. The energy comes out at -53557.1583 eV. The value obtained for the highest occupied orbital energy (alpha / beta) is -12.94 / -12.69 eV.

```
! wB97M-V def2-TZVPD RIJCOSX def2/J DEFGRID3
* xyz 2 6
Ir 0.01 1.12 0.72
C 1.60 0.91 -2.34
C 1.94 2.19 -1.78
C 1.92 0.63 0.01
C 1.73 -0.06 -1.34
C 2.25 2.04 -0.43
C 1.39 0.67 -3.79
H 0.69 1.39 -4.24
H 0.99 -0.34 -3.98
H 2.33 0.76 -4.35
C 2.04 -1.47 -1.59
H 1.35 -1.91 -2.32
H 2.01 -2.06 -0.67
H 3.07 -1.55 -2.01
C 2.81 -0.05 1.02
H 3.86 -0.06 0.67
H 2.51 -1.09 1.17
H 2.79 0.47 1.98
C 2.90 3.06 0.43
H 3.61 3.68 -0.15
H 3.47 2.59 1.25
H 2.15 3.73 0.87
C 2.08 3.43 -2.57
H 3.00 3.42 -3.17
H 2.11 4.30 -1.92
H 1.24 3.55 -3.27
C -1.73 0.16 0.27
C -1.14 0.64 -0.95
C -1.57 1.93 -1.64
C -1.24 3.24 -0.85
C -0.58 3.05 0.49
C -1.27 2.47 1.61
C -2.75 2.14 1.51
C -3.02 0.82 0.73
H -2.63 1.91 -1.94
H -2.15 3.85 -0.76
H -1.03 2.00 -2.60
H -3.67 1.03 -0.13
H -1.60 -0.91 0.48
H -0.77 -0.17 -1.60
H -3.56 0.11 1.37
H -3.19 2.04 2.51
H -0.92 2.75 2.60
H -3.28 2.99 1.04
H -0.56 3.86 -1.46
H 0.22 3.76 0.74
P -1.70 -2.76 -1.77
C -0.68 -4.15 -2.38
H -1.28 -5.06 -2.43
H 0.17 -4.28 -1.70
H -0.30 -3.87 -3.37
C -2.76 -3.51 -0.48
H -3.13 -4.47 -0.84
H -3.60 -2.83 -0.25
H -2.17 -3.63 0.44
C -2.90 -2.43 -3.09
H -3.65 -1.73 -2.70
H -3.39 -3.36 -3.42
H -2.38 -1.94 -3.92
P 0.06 -0.01 3.11
C 0.91 1.37 3.98
H 0.19 1.96 4.57
H 1.37 2.02 3.22
H 1.70 0.98 4.63
C -1.63 -0.11 3.81
H -2.14 0.87 3.77
H -1.60 -0.46 4.85
H -2.21 -0.84 3.22
C 0.88 -1.51 3.76
H 0.96 -1.48 4.86
H 1.89 -1.62 3.33
H 0.30 -2.41 3.48
N 0.03 -2.74 0.53
C 0.71 -3.56 1.05
N 1.38 -4.40 1.76
C 2.34 -5.18 1.31
N 3.21 -5.90 1.00
*
```

***

[4]
The following is a DFT calculation (ωB97M-V/def2-TZVPD) of one molecule with the formula C6H7ClO2 at a distorted geometry.

The energy relative to the best compared isomer or geometry (same formula, charge and spin) is 1.5710 eV. The lowest unoccupied orbital energy is 0.715 eV. The energy comes out at -22949.8647 eV. The value obtained for the highest occupied orbital energy is -10.31 eV. Its SMILES is C#CC(C)(C)OC(=O)Cl.

```
! wB97M-V def2-TZVPD RIJCOSX def2/J DEFGRID3
* xyz 0 1
C -0.36 -2.65 0.81
C -0.47 -1.45 0.55
C -0.48 -0.10 0.18
C 0.37 0.82 1.09
C -0.30 0.27 -1.29
O -1.99 0.46 0.27
C -2.91 -0.24 -0.26
O -2.95 -1.24 -0.92
Cl -4.50 0.43 0.24
H -0.10 -3.61 1.15
H -0.11 1.62 1.45
H 0.65 0.33 1.97
H 1.24 1.06 0.57
H -0.35 1.29 -1.48
H -0.98 -0.19 -1.84
H 0.64 0.05 -1.58
*
```

***

[5]
The following is a DFT calculation (ωB97M-V/def2-TZVPD) of C10H15AsMoO8S as an isolated structure at a distorted geometry.

The energy relative to the best compared isomer or geometry (same formula, charge and spin) is 0.0000 eV. As for the expectation value of S²: 2.011. The lowest unoccupied orbital energy (alpha / beta) is -8.258 / -8.411 eV. The energy comes out at -100504.4883 eV. The value obtained for the highest occupied orbital energy (alpha / beta) is -16.35 / -16.34 eV.

```
! wB97M-V def2-TZVPD RIJCOSX def2/J DEFGRID3
* xyz 2 3
Mo -0.30 0.56 -0.89
O 2.37 -2.62 -1.81
As 1.23 -1.65 -1.01
O -0.27 -1.30 -1.80
O 1.69 -0.03 -0.88
C 1.46 -2.40 0.78
C 2.00 -3.64 1.00
C 2.50 -3.91 2.31
C 2.09 -3.08 3.36
C 1.24 -1.99 3.14
C 1.03 -1.56 1.87
S -0.06 -0.20 1.78
O -0.53 0.13 3.07
O 0.32 1.00 0.97
O -1.04 -0.69 0.64
H 2.22 -2.76 -2.78
H 2.18 -4.32 0.12
H 3.10 -4.79 2.42
H 2.40 -3.33 4.37
H 0.87 -1.50 4.01
C -3.47 0.44 -1.52
O -2.19 1.18 -1.43
C -2.50 2.57 -1.65
C -1.24 3.42 -1.71
O -0.14 2.57 -1.21
C 1.00 3.27 -0.54
H -3.32 -0.39 -0.82
H -3.64 0.16 -2.55
H -4.26 1.12 -1.17
H -3.06 2.95 -0.77
H -3.11 2.68 -2.53
H -1.42 4.21 -1.01
H -0.96 3.69 -2.71
H 0.60 3.92 0.26
H 1.65 3.82 -1.22
H 1.55 2.48 -0.07
*
```

***

[6]
The following is a DFT calculation (ωB97M-V/def2-TZVPD) of C35H34N2O5P2Se2TeTi as an isolated structure at a distorted geometry.

The energy relative to the best compared isomer or geometry (same formula, charge and spin) is 1.1508 eV. The lowest unoccupied orbital energy (alpha / beta) is 4.120 / 4.120 eV. The energy comes out at -229741.4030 eV. The value obtained for the highest occupied orbital energy (alpha / beta) is -1.12 / -1.13 eV.

```
! wB97M-V def2-TZVPD RIJCOSX def2/J DEFGRID3
* xyz -2 1
Ti 0.70 -1.18 -1.87
Te 0.02 1.99 -2.40
C -0.68 3.91 -1.72
C -1.42 4.07 -0.55
C -1.86 5.34 -0.20
N -1.63 6.45 -0.91
C -0.93 6.28 -2.03
C -0.44 5.06 -2.47
C 0.14 1.16 -0.44
P 1.89 0.59 -0.12
C 2.09 0.51 1.73
C 2.37 1.62 2.53
C 2.51 1.49 3.90
C 2.37 0.25 4.51
C 2.10 -0.86 3.72
C 1.97 -0.73 2.34
C 2.88 2.08 -0.48
C 2.38 3.37 -0.31
C 3.19 4.47 -0.57
C 4.50 4.29 -1.00
C 5.00 3.01 -1.17
C 4.19 1.91 -0.91
P -0.99 -0.27 -0.17
C -1.27 -0.28 1.64
C -1.66 -1.48 2.24
C -1.91 -1.53 3.61
C -1.78 -0.39 4.38
C -1.38 0.80 3.79
C -1.12 0.85 2.42
C -2.65 0.29 -0.74
C -3.57 0.93 0.09
C -4.80 1.35 -0.40
C -5.12 1.13 -1.74
C -4.22 0.49 -2.57
C -2.99 0.06 -2.07
H -1.63 3.22 0.08
H -2.43 5.47 0.71
H -0.73 7.18 -2.61
H 0.14 5.01 -3.39
H 2.49 2.60 2.08
H 2.73 2.37 4.50
H 2.46 0.15 5.58
H 1.98 -1.84 4.18
H 1.78 -1.61 1.74
H 1.36 3.50 0.01
H 2.79 5.47 -0.44
H 5.13 5.15 -1.21
H 6.01 2.86 -1.52
H 4.56 0.91 -1.08
H -1.73 -2.38 1.65
H -2.20 -2.47 4.06
H -1.96 -0.43 5.45
H -1.25 1.70 4.39
H -0.78 1.77 1.95
H -3.33 1.10 1.13
H -5.50 1.85 0.26
H -6.08 1.46 -2.13
H -4.46 0.31 -3.61
H -2.29 -0.46 -2.72
O -0.03 -4.43 1.59
C -0.02 -5.52 0.67
C -0.03 -5.13 -0.82
C -0.41 -6.42 -1.56
O -0.36 -6.33 -2.98
C -1.10 -4.06 -1.08
Se -0.85 -3.04 -2.74
C 1.37 -4.71 -1.26
Se 2.00 -2.98 -0.59
H 0.64 -3.81 1.25
H -0.91 -6.12 0.91
H 0.85 -6.16 0.85
H -1.41 -6.72 -1.23
H 0.28 -7.23 -1.28
H -0.51 -5.40 -3.23
H -1.12 -3.35 -0.26
H -2.09 -4.53 -1.12
H 1.42 -4.64 -2.35
H 2.09 -5.46 -0.93
O 1.79 -2.00 -4.47
N 1.29 -1.10 -3.71
O 2.10 -0.31 -2.90
O 0.08 -0.48 -3.90
*
```